# 1
This record from OMol25 describes a single C13H15N3O7S molecule. The level of theory is ωB97M-V/def2-TZVPD.

## Properties
SMILES ... N[C@@H](CS[C@@H]1CC(=O)N(COCN2C(=O)C=CC2=O)C1=O)C(=O)O
HOMO level ... -0.34032 Ha
Calculated total energy ... -43360.3686 eV
Orbital gap ... 8.37 eV

Each line ends with the Löwdin charge.
Cartesian coordinates (Å):
S (0.00128, 0.49202, -2.67398)  0.927
O (-2.37560, -0.34424, 6.22868)  0.183
O (3.82533, 1.82028, -6.00999)  0.089
O (3.11386, 3.38998, -4.40877)  0.109
O (-2.61459, 0.13879, 2.45332)  -0.037
O (0.49871, -0.96609, 2.74920)  0.110
O (-1.24397, 1.95781, 0.02805)  0.029
O (-1.66131, -2.48594, 0.54550)  0.141
N (2.14146, 0.03227, -5.24878)  0.016
N (-1.93136, -0.27475, 0.35073)  0.065
N (-1.32790, -0.77298, 4.24066)  0.088
C (-1.40624, -1.47374, 0.01720)  -0.469
C (-3.08535, -0.01125, 1.08516)  -0.094
C (3.01625, 2.34739, -5.01446)  -0.432
C (1.61531, 1.22035, -3.02859)  -0.429
C (-2.41879, -1.01531, 3.26671)  -0.088
C (-0.10360, -0.39653, 6.00411)  0.039
C (-1.43895, -0.51653, 5.54533)  -0.506
C (-1.00861, 0.68436, -0.07801)  -0.290
C (1.87370, 1.33580, -4.62944)  -0.325
C (0.76407, -0.38767, 5.01495)  0.047
C (0.14167, -0.03962, -0.90260)  -0.441
C (0.00623, -0.70794, 3.85521)  -0.392
C (-0.12590, -1.47194, -0.75143)  -0.122
H (1.81665, 2.23045, -2.48920)  0.118
H (3.07242, -0.21998, -4.93063)  0.092
H (3.33080, 1.00985, -6.20920)  0.061
H (0.71513, -1.92848, -0.24376)  0.138
H (1.07536, 0.33449, -0.52706)  0.117
H (-3.68074, 0.81848, 0.82179)  0.139
H (-3.66747, -0.87262, 0.87076)  0.137
H (0.17315, -0.08278, 7.00929)  0.138
H (-0.21847, -2.06857, -1.66880)  0.129
H (2.30978, 0.42646, -2.65091)  0.080
H (-3.25315, -1.29164, 3.81733)  0.115
H (1.81811, -0.01695, 4.85740)  0.160
H (0.91663, 1.66761, -5.16155)  0.161
H (1.46896, -0.60592, -4.89303)  0.057
H (-2.13286, -1.95494, 2.75880)  0.138

---

# 2
This record from OMol25 describes a single C13H15N5O2S3 molecule. The level of theory is ωB97M-V/def2-TZVPD.

## Properties
SMILES ... CS(=O)(=O)n1nc(NCc2cccs2)nc1NCc1cccs1
HOMO level ... -0.30607 Ha
Calculated total energy ... -57775.0397 eV
Orbital gap ... 8.95 eV

Each line ends with the Löwdin charge.
Cartesian coordinates (Å):
S (-0.98392, 2.31034, -2.35523)  1.023
S (0.78057, -1.70053, 2.60517)  0.646
S (-1.67155, -1.71288, -3.19147)  1.014
O (1.89466, -1.60885, 1.71448)  -0.282
O (-0.05094, -2.86576, 2.49673)  -0.298
N (-1.14424, 0.91909, 0.81156)  0.224
N (-0.25260, -0.39051, 2.36321)  -0.152
N (-1.82892, -1.34985, 0.85603)  0.081
N (0.33105, 0.86020, 2.51795)  0.097
N (-0.01286, 2.91241, 1.40517)  0.059
C (-2.32187, -1.31308, -0.50357)  -0.190
C (1.39626, 1.38336, -2.42311)  -0.188
C (1.29731, -1.40915, 4.29483)  -0.110
C (0.24950, 1.41190, -3.14504)  -0.428
C (0.07187, 2.67839, -1.03606)  -0.549
C (-1.10330, -0.30010, 1.27702)  -0.384
C (-0.42271, 3.47671, 0.13231)  -0.207
C (-0.24156, 1.59022, 1.58915)  -0.423
C (1.29454, 2.10903, -1.21463)  -0.134
C (0.77723, -2.03646, -2.53382)  -0.189
C (0.08087, -1.79075, -1.32562)  -0.119
C (-1.25114, -1.59887, -1.51333)  -0.513
C (-0.03300, -2.02661, -3.61836)  -0.426
H (0.57186, -1.76493, -0.36836)  0.087
H (0.85810, 3.23479, 1.79733)  0.137
H (2.28604, 0.86659, -2.73437)  0.103
H (-0.05812, 4.50745, 0.08918)  0.125
H (-1.51622, 3.49086, 0.10783)  0.109
H (0.04533, 0.95918, -4.09449)  0.056
H (1.83620, -2.21497, -2.57689)  0.106
H (2.16706, -2.01962, 4.49880)  0.072
H (-2.72803, -0.31013, -0.67184)  0.116
H (2.10084, 2.19284, -0.50703)  0.112
H (-3.13427, -2.04059, -0.59494)  0.124
H (-1.50481, -2.24413, 1.20898)  0.116
H (1.53210, -0.35380, 4.35126)  0.053
H (0.46880, -1.66831, 4.93911)  0.070
H (0.21986, -2.18347, -4.64796)  0.061

---

# 3
This record from OMol25 describes a single C13H15NO molecule. The level of theory is ωB97M-V/def2-TZVPD.

## Properties
SMILES ... OCCNCc1cccc2ccccc12
HOMO level ... -0.29633 Ha
Calculated total energy ... -17259.3988 eV
Orbital gap ... 8.62 eV

Each line ends with the Löwdin charge.
Cartesian coordinates (Å):
O (-1.67950, 2.86074, 3.19569)  -0.108
N (-0.03321, 2.50825, -0.18820)  -0.058
C (-1.26500, -1.88187, -1.91271)  -0.023
C (-0.88008, 0.56288, -1.73639)  -0.041
C (-0.16347, -2.15987, -1.09732)  -0.200
C (1.50553, -3.76098, -0.27834)  -0.084
C (0.33579, -3.47577, -0.88528)  -0.044
C (0.58008, -1.07144, -0.61947)  -0.102
C (1.73029, -1.41606, 0.18647)  -0.037
C (-0.55792, 2.84049, 2.31704)  -0.321
C (0.85660, 1.33837, -0.05322)  -0.190
C (2.16494, -2.69194, 0.38854)  -0.085
C (0.08674, 0.28621, -0.83838)  -0.177
C (-1.57871, -0.54011, -2.40881)  0.000
C (-1.06058, 2.37080, 0.98031)  -0.196
H (-1.39632, 1.23854, 1.22649)  0.152
H (2.37324, -0.60070, 0.63756)  0.120
H (-0.13397, -4.35402, -1.26553)  0.103
H (1.16660, 1.06241, 0.89200)  0.070
H (-2.18030, 2.83991, 0.75373)  0.167
H (-0.97570, 1.63327, -1.90768)  0.107
H (-2.29965, -0.25673, -3.12461)  0.071
H (3.13610, -2.88514, 0.89226)  0.113
H (-2.11998, 1.94548, 3.22111)  0.122
H (1.74443, 1.47528, -0.57809)  0.110
H (0.41534, 3.39414, -0.12401)  0.090
H (-0.28694, 3.88872, 2.24491)  0.107
H (0.41160, 2.33986, 2.70587)  0.141
H (1.89844, -4.72156, -0.29045)  0.083
H (-1.79438, -2.76916, -2.33346)  0.112